Below is an isolated molecule of C3H3Cl2F at a distorted geometry, with properties calculated with ωB97M-V with the def2-TZVPD basis set.

Values from the calculation:
Energy relative to the best compared isomer or geometry (same formula, charge and spin): 3.2114 eV
HOMO (spin up / spin down): -8.48 / -8.39 eV
Frontier orbital gap (spin up / spin down): 0.303 / 0.305 Ha

Element x y z (Å)
Cl: 1.866 -1.704 -0.380
Cl: -2.430 0.412 -0.731
F: -1.251 -1.156 0.938
C: 0.295 0.582 0.361
C: 0.963 -0.216 -0.685
C: -1.314 0.086 0.476
H: 0.759 0.397 1.320
H: 0.331 1.603 0.366
H: 0.780 -0.004 -1.663